1.
Molecular formula: C23H25F2N2
Method: DFT, wB97M-V/def2-TZVPD

Properties
**SMILES string**: C[n+]1ccn(C(C)(C)C)c1[C@H](/C=C/c1cccc(F)c1)c1cccc(F)c1
**Frontier orbital gap**: 8.6 eV
**E_HOMO**: -11.328 eV
**Strongest force on any atom**: 0.033 hartree/bohr
**Charge**: +1
**M**: 367.5 g mol⁻¹

```
52
Properties=species:S:1:pos:R:3:forces:R:3
C -1.049132 2.681930 1.105560 -0.303 1.192 -0.042
N -0.713257 1.375174 1.627470 0.304 -0.203 0.098
C -0.514197 1.216504 2.975155 0.030 0.142 -0.100
C -0.422775 -0.094936 3.208518 -0.429 -0.330 0.150
N -0.641358 -0.749984 2.007045 0.402 -0.013 -0.066
C -0.883719 -2.240461 1.993666 0.541 -0.059 0.154
C -1.855580 -2.694640 0.918495 -0.159 -0.160 -0.168
C -1.535784 -2.602160 3.317502 -0.235 -0.138 0.417
C 0.472036 -2.930344 1.918261 0.083 -0.262 -0.131
C -0.668415 0.169270 1.019545 -0.570 0.766 1.379
C -0.489007 -0.035485 -0.429033 -0.045 -0.598 -1.391
C 0.829856 0.557839 -0.923306 -0.347 -0.235 0.192
C 1.874662 -0.200651 -1.286692 -0.803 -0.048 0.308
C 3.146172 0.331033 -1.756972 1.127 0.654 -0.404
C 4.231968 -0.543155 -1.991418 -0.721 0.333 0.325
C 5.488474 -0.043745 -2.305372 0.094 0.524 -0.092
C 5.697647 1.340438 -2.431424 -0.387 -0.468 0.121
C 4.607605 2.187668 -2.246089 -0.177 0.498 -0.287
F 4.791897 3.538997 -2.426706 -0.194 -1.205 0.246
C 3.331703 1.727169 -1.929382 0.551 -0.619 0.033
C -1.718978 0.458471 -1.214777 0.592 -0.432 -0.920
C -2.776016 -0.420448 -1.472332 -0.392 0.134 0.191
C -3.999171 0.083307 -1.919090 0.125 0.094 0.072
C -4.173142 1.458422 -2.108617 0.150 -0.103 -0.135
C -3.043908 2.259263 -2.043765 0.220 0.648 -0.259
F -3.170509 3.618299 -2.245321 0.200 -1.412 0.007
C -1.772975 1.754902 -1.737729 -0.742 0.443 0.547
H -1.674021 2.620928 0.219259 0.298 -0.122 0.218
H -1.672756 3.193521 1.857979 0.400 -0.248 -0.178
H -0.165215 3.307025 0.915646 -0.176 -0.337 -0.010
H -0.474563 2.053695 3.640481 0.027 0.148 0.114
H -0.271256 -0.608947 4.137213 -0.072 0.049 -0.064
H -1.530067 -2.456217 -0.092207 -0.143 -0.202 0.208
H -1.919107 -3.792487 0.986500 -0.018 0.413 -0.017
H -2.861654 -2.286860 1.111325 0.381 -0.059 -0.254
H -0.887114 -2.404430 4.172304 -0.160 -0.176 -0.063
H -2.487517 -2.076118 3.448139 0.160 -0.055 0.044
H -1.742914 -3.675063 3.312312 0.022 0.123 -0.002
H 1.039005 -2.732086 2.833534 0.000 -0.052 -0.167
H 0.289089 -4.007752 1.846058 0.241 0.145 0.021
H 1.079492 -2.610884 1.064297 -0.193 -0.049 0.056
H -0.413435 -1.124517 -0.516072 0.058 0.330 -0.368
H 0.831374 1.654049 -1.002083 0.277 -0.601 0.112
H 1.804928 -1.302653 -1.200796 -0.008 0.676 -0.074
H 4.056816 -1.617945 -1.890791 0.188 0.342 -0.026
H 6.317524 -0.733619 -2.451194 -0.153 0.213 -0.011
H 6.673834 1.746740 -2.680573 -0.213 -0.029 0.051
H 2.505640 2.428046 -1.812943 0.401 -0.098 -0.053
H -2.661671 -1.500651 -1.327916 -0.143 0.647 0.086
H -4.828244 -0.604255 -2.079939 0.151 0.239 0.018
H -5.141701 1.895782 -2.345441 0.273 -0.120 0.006
H -0.910588 2.432008 -1.768300 -0.513 -0.321 0.108
```
Positions in Å, forces in eV/Å.

natural (NBO) population analysis, charges in e, atoms 1 to 4: atom 1 (C): -0.432, atom 2 (N): -0.304, atom 3 (C): -0.035, atom 4 (C): -0.052



2.
Molecular formula: C23H25F2N6O2Ru
Method: DFT, wB97M-V/def2-TZVPD

Properties
**Frontier orbital gap (alpha / beta)**: 4.2 / 5.6 eV
**E_HOMO (alpha / beta)**: -4.473 / -7.324 eV
**Strongest force on any atom**: 0.060 hartree/bohr
**Energy relative to the best compared isomer or geometry (same formula, charge and spin)**: 9.31 kcal/mol
**2S+1**: 6
**M**: 556.6 g mol⁻¹

```
59
Properties=species:S:1:pos:R:3:forces:R:3
Ru 1.093527 1.278022 0.396418 -1.457 -0.310 -0.255
N 0.036417 -0.523925 1.973481 0.031 -0.056 0.047
C -0.951938 -1.395109 1.358568 0.026 -0.088 -0.345
C -1.038482 -2.805240 1.954143 0.009 -0.063 0.046
C 0.288830 -3.567355 2.055628 -0.091 0.016 -0.184
C 1.041144 -3.670586 0.721340 -0.019 -0.203 0.122
N 0.189454 -4.096135 -0.380309 1.566 -2.527 0.737
C -0.270236 -5.301748 -0.568724 0.529 0.669 0.065
N -1.158291 -5.511915 -1.562670 -0.226 -0.042 -0.025
N 0.130681 -6.355716 0.173906 0.088 -0.308 0.037
C -0.693321 -1.442300 -0.173698 0.213 1.413 0.884
O -1.225298 -2.374301 -0.822550 -1.743 1.895 -0.710
O 0.051365 -0.553973 -0.637117 -0.008 -0.203 -0.145
H 0.894664 -1.026080 2.165404 0.039 -0.003 0.084
H -0.286076 -0.118069 2.843159 -0.015 0.059 -0.053
H -1.934401 -0.928469 1.461340 -0.010 0.052 0.006
H -1.730126 -3.367678 1.323825 -0.029 -0.032 0.093
H -1.480127 -2.759125 2.952160 -0.007 0.059 -0.022
H 0.066591 -4.565956 2.440681 0.048 0.000 0.017
H 0.959678 -3.100289 2.780144 0.011 0.001 0.030
H 1.915166 -4.320040 0.818734 0.041 0.037 -0.022
H 1.414881 -2.689950 0.428147 0.161 -0.008 0.014
H -0.372690 -3.293395 -0.763025 -0.218 -0.242 -0.633
H -1.581420 -4.684346 -1.959688 0.027 -0.025 -0.022
H -1.753759 -6.321329 -1.504507 0.026 0.026 -0.024
H 0.951827 -6.217722 0.741686 -0.071 -0.045 0.009
H 0.055396 -7.268124 -0.246589 -0.010 -0.002 0.070
C -0.699132 3.546911 3.759159 0.000 -0.040 0.010
C -1.320006 4.571847 3.057739 0.020 -0.022 -0.056
C -1.279511 4.592384 1.677240 -0.027 -0.012 0.017
C -0.620857 3.586113 0.951034 0.014 -0.096 -0.056
C 0.022487 2.549355 1.672782 0.232 0.240 -0.118
C -0.022177 2.553591 3.057772 -0.066 -0.056 0.235
C -0.598676 3.535282 -0.492402 -0.193 0.311 0.059
C -1.233385 4.478923 -1.300464 0.094 -0.111 -0.078
C -1.200963 4.372637 -2.665026 -0.113 0.185 0.090
C -0.546728 3.256828 -3.275531 0.130 -0.204 0.072
C -0.520485 3.093525 -4.662876 0.022 -0.024 0.085
C 0.087783 1.997608 -5.245540 -0.054 0.041 -0.072
C 0.670101 1.041032 -4.426977 0.010 -0.044 -0.037
C 0.662606 1.177628 -3.049637 -0.061 0.142 0.090
C 0.073102 2.289219 -2.433441 -0.037 -0.012 -0.489
N 0.065542 2.453436 -1.058857 0.342 -0.335 0.654
H -0.721470 3.521403 4.841180 -0.010 0.008 -0.010
H -1.839454 5.358487 3.590699 0.006 0.012 -0.013
H -1.769970 5.400013 1.152079 -0.018 0.003 0.010
H 0.476239 1.788151 3.637088 -0.017 0.069 -0.101
H -1.751783 5.307009 -0.840706 0.003 0.015 0.008
H -1.679725 5.114354 -3.291739 0.005 -0.013 0.000
H -0.995586 3.850665 -5.276332 -0.004 -0.003 0.000
H 0.095186 1.884815 -6.322179 0.020 -0.008 0.013
H 1.133426 0.165313 -4.864845 0.021 0.014 0.018
H 1.105312 0.403715 -2.449296 0.033 -0.028 0.039
F 2.934379 -0.461037 1.489820 -0.038 0.158 0.175
C 2.585766 0.850008 1.855143 0.199 -0.305 0.292
F 2.203782 0.736682 3.176968 0.094 -0.078 -0.210
H 3.504363 1.433915 1.861647 -0.078 0.073 -0.196
N 3.786609 1.295253 -1.330464 -0.056 -0.022 0.041
C 2.779788 1.235774 -0.763909 0.617 0.069 -0.295
```
Positions in Å, forces in eV/Å.

natural (NBO) population analysis, charges in e, atoms 1 to 4: atom 1 (Ru): 1.367, atom 2 (N): -0.815, atom 3 (C): -0.182, atom 4 (C): -0.414



3.
Molecular formula: C23H25FN2O3
Method: DFT, wB97M-V/def2-TZVPD

Properties
**SMILES string**: Cc1cc(C)cc(C(=O)N[C@H]2CC23CCN(C(=O)c2cccc(O)c2F)CC3)c1
**Frontier orbital gap**: 9.5 eV
**E_HOMO**: -8.920 eV
**Strongest force on any atom**: 0.001 hartree/bohr
**Energy relative to the best compared isomer or geometry (same formula, charge and spin)**: 4.41 kcal/mol
**M**: 396.5 g mol⁻¹

```
54
Properties=species:S:1:pos:R:3:forces:R:3
C -5.722711 1.728516 1.336065 0.001 0.000 0.001
C -4.938399 0.551207 1.849608 0.003 -0.001 0.000
C -5.557719 -0.677426 2.058287 -0.003 -0.001 -0.001
C -4.857213 -1.782344 2.527152 0.003 0.001 0.000
C -5.553394 -3.092395 2.777894 -0.001 0.000 0.000
C -3.497985 -1.646097 2.785043 -0.004 -0.001 -0.001
C -2.854612 -0.436910 2.568621 0.003 -0.004 0.002
C -1.380936 -0.378490 2.870797 -0.007 0.030 0.024
O -0.879719 -1.110988 3.703858 0.000 -0.003 0.000
N -0.689846 0.529868 2.124665 0.006 -0.052 -0.053
C 0.720918 0.793337 2.118418 -0.005 0.039 0.048
C 1.727564 -0.075437 2.818206 0.004 -0.018 -0.019
C 1.688349 -0.057776 1.322015 0.002 -0.001 -0.001
C 1.140491 -1.261408 0.591593 -0.004 0.002 0.005
C 0.690622 -0.864417 -0.810076 0.004 0.002 0.000
N 1.764147 -0.183105 -1.523564 0.002 -0.003 -0.010
C 2.261716 -0.734805 -2.659389 -0.006 0.008 0.009
O 1.905145 -1.819931 -3.087588 0.001 -0.001 -0.002
C 3.314941 0.033790 -3.416326 0.007 -0.004 -0.002
C 4.530144 -0.587626 -3.692335 0.000 0.000 0.000
C 5.487002 0.065515 -4.446694 -0.001 0.000 0.001
C 5.237320 1.334975 -4.952240 0.000 0.000 0.000
C 4.025411 1.959877 -4.705377 0.000 -0.001 -0.001
O 3.696202 3.194614 -5.170810 0.001 -0.001 -0.001
C 3.080246 1.291468 -3.934164 -0.004 0.003 0.003
F 1.906513 1.906476 -3.698592 0.001 -0.001 0.000
C 2.280059 1.004698 -0.860933 -0.001 -0.003 0.001
C 2.766072 0.660464 0.545227 0.000 0.000 0.003
C -3.578530 0.659942 2.109537 0.000 0.002 0.002
H -5.256105 2.670051 1.624727 0.000 0.000 -0.001
H -5.782415 1.708567 0.245771 -0.001 -0.001 0.000
H -6.742344 1.721552 1.720689 0.000 0.001 0.001
H -6.620071 -0.772137 1.857599 0.000 0.000 0.000
H -4.959875 -3.928926 2.408829 0.000 0.000 0.000
H -5.707961 -3.248080 3.847411 0.000 0.000 0.000
H -6.527587 -3.122647 2.291349 0.000 0.000 0.000
H -2.919288 -2.478635 3.165635 0.001 0.001 0.000
H -1.207140 0.954346 1.373361 0.000 0.003 0.001
H 0.931722 1.857467 2.129660 -0.002 0.000 0.000
H 2.538646 0.439945 3.316883 0.000 0.003 -0.003
H 1.355519 -0.953615 3.321149 -0.001 0.000 -0.002
H 1.919634 -2.025794 0.515400 0.000 0.000 -0.003
H 0.307420 -1.703181 1.140764 0.001 0.001 0.001
H 0.395278 -1.727689 -1.398778 0.000 0.000 0.000
H -0.162788 -0.178580 -0.745792 -0.001 -0.001 0.001
H 4.699649 -1.587811 -3.318131 -0.001 0.000 0.000
H 6.433711 -0.414104 -4.654754 0.000 0.001 -0.001
H 5.983651 1.845096 -5.550938 0.000 0.000 0.000
H 4.419239 3.532645 -5.708994 -0.001 0.000 0.001
H 3.089422 1.430858 -1.446263 0.000 0.000 -0.001
H 1.479938 1.751757 -0.806145 0.000 0.001 0.000
H 3.065334 1.575846 1.062594 -0.001 0.000 0.001
H 3.653167 0.022563 0.471714 0.001 0.001 -0.002
H -3.098569 1.624911 1.987339 0.001 0.000 -0.001
```
Positions in Å, forces in eV/Å.

natural (NBO) population analysis, charges in e, atoms 1 to 4: atom 1 (C): -0.628, atom 2 (C): -0.023, atom 3 (C): -0.200, atom 4 (C): -0.003



4.
Molecular formula: C23H25GaN11S2
Method: DFT, wB97M-V/def2-TZVPD

Properties
**Frontier orbital gap**: 6.8 eV
**E_HOMO**: -15.970 eV
**Strongest force on any atom**: 0.008 hartree/bohr
**Charge**: +3
**M**: 589.4 g mol⁻¹

```
62
Properties=species:S:1:pos:R:3:forces:R:3
Ga 1.811646 -0.887047 -0.546049 -0.167 0.004 0.267
C -0.850091 1.471039 -3.088764 -0.007 0.010 -0.011
C 0.200359 0.889549 -2.212817 0.056 0.035 0.000
N 0.186642 -0.276890 -1.688058 0.035 0.084 0.093
N -0.857155 -1.135304 -1.840843 -0.352 0.179 -0.066
C -0.716023 -2.396398 -1.362577 -0.194 -0.244 0.006
N -1.792874 -3.155055 -1.380126 0.234 0.092 0.032
S 0.785113 -3.013666 -0.831120 0.003 0.031 0.007
C 1.415127 1.674124 -1.856523 0.003 0.023 -0.006
C 1.662948 2.931849 -2.365647 -0.006 -0.003 -0.004
C 2.802718 3.615821 -1.948954 0.006 0.002 -0.001
C 3.648651 3.020717 -1.031097 -0.005 0.003 0.001
C 3.339314 1.750566 -0.569976 0.012 -0.008 -0.002
N 2.251666 1.094010 -0.970545 0.061 -0.037 -0.086
H -0.413327 1.714711 -4.060537 -0.018 0.007 0.010
H -1.234396 2.397901 -2.659374 0.002 0.010 0.000
H -1.682537 0.795083 -3.257608 0.005 -0.008 -0.033
H -1.806329 -0.732150 -1.852581 0.225 -0.235 0.166
H -2.699805 -2.773937 -1.614182 -0.031 0.012 -0.014
H -1.742850 -4.111193 -1.062481 0.005 0.006 0.011
H 0.986177 3.381524 -3.077887 -0.001 0.005 0.002
H 3.017534 4.602156 -2.338365 -0.001 0.002 0.001
H 4.536001 3.523108 -0.672941 0.001 -0.001 -0.002
H 3.975273 1.246814 0.146891 -0.003 -0.003 -0.003
C -0.129479 1.700059 1.162693 -0.001 -0.021 0.047
C 0.041795 0.306987 1.653909 -0.067 -0.010 0.088
N 1.001379 -0.567432 1.346966 -0.146 -0.058 -0.152
C 0.772368 -1.690274 2.146114 0.137 -0.012 0.021
C -0.317047 -1.487370 2.908608 -0.064 0.020 -0.181
N -0.782177 -0.227751 2.579890 0.291 0.056 0.191
C -2.115485 0.249734 2.869664 0.070 -0.028 0.081
N -2.934374 0.043228 1.682915 -0.093 0.120 -0.050
N -2.420013 -0.575904 0.620566 0.122 -0.131 -0.229
N -3.299312 -0.618006 -0.319888 -0.043 0.166 -0.110
C -4.447196 -0.002636 0.124094 -0.004 -0.004 0.063
C -5.683639 0.211900 -0.502942 0.008 0.003 0.022
C -6.637332 0.868237 0.230497 -0.006 0.000 0.001
C -6.392607 1.307534 1.554893 -0.003 0.000 -0.004
C -5.190416 1.104185 2.186609 -0.013 0.003 -0.007
C -4.219569 0.436270 1.432117 -0.040 -0.046 -0.050
H 0.763408 2.046704 0.655091 -0.026 -0.020 0.028
H -0.293729 2.365964 2.011474 -0.032 -0.003 -0.021
H -0.989089 1.786454 0.497239 -0.045 -0.003 -0.045
H 1.403554 -2.560284 2.112364 0.007 -0.020 -0.027
H -0.803281 -2.107182 3.642291 -0.002 -0.004 -0.008
H -2.104288 1.305510 3.142358 -0.030 -0.009 -0.059
H -2.518780 -0.326967 3.700127 0.041 0.037 0.066
H -5.873557 -0.131890 -1.510088 -0.007 0.001 -0.004
H -7.609765 1.055427 -0.203219 -0.001 0.001 -0.001
H -7.186156 1.816026 2.085379 0.000 -0.001 0.001
H -5.021876 1.435810 3.201983 0.002 -0.002 0.001
S 3.454897 -1.474290 -2.443005 0.088 0.009 -0.018
C 4.299198 -1.805442 -1.049021 -0.026 0.001 -0.005
N 5.547554 -2.352701 -0.999666 0.017 -0.003 0.011
C 6.195559 -2.597469 0.155749 -0.008 -0.001 -0.016
C 5.598952 -2.292464 1.351698 0.005 -0.003 0.002
C 4.319974 -1.748274 1.295390 -0.011 -0.011 0.013
N 3.695838 -1.519598 0.143809 0.018 0.003 -0.018
H 5.992412 -2.582284 -1.883538 -0.002 0.002 -0.001
H 7.181984 -3.035496 0.071519 0.001 0.000 0.004
H 6.098689 -2.476294 2.289945 -0.003 0.001 0.002
H 3.777824 -1.487356 2.197576 0.003 0.005 -0.005
```
Positions in Å, forces in eV/Å.

natural (NBO) population analysis, charges in e, atoms 1 to 4: atom 1 (Ga): 1.484, atom 2 (C): -0.700, atom 3 (C): 0.353, atom 4 (N): -0.358